A structure of composition C27H48N5PdSSi2, computed with ωB97M-V with the def2-TZVPD basis set.

Properties
Kohn-Sham gap (spin up / spin down) = 8.136 / 4.857 eV
HOMO level (spin up / spin down) = -9.95 / -10.60 eV
E_LUMO (spin up / spin down) = -1.81 / -5.74 eV
net charge = +1
2S+1 = 5

Cartesian coordinates (Å):
Pd: 0.3050 -0.0198 0.4145
S: -0.5577 1.4892 2.4917
Si: -1.6190 2.7415 -0.7931
Si: 3.7082 -0.6930 -0.6693
N: 2.2398 0.2363 -0.8891
N: -0.2039 1.7071 -0.8690
N: -3.9945 -1.5059 -0.0146
N: 1.7322 -0.2747 2.1597
N: -0.5148 -1.6174 2.4902
C: -3.8288 -2.6460 0.8447
C: 2.1297 1.0133 2.6849
C: 0.6951 -2.4083 2.7128
C: -1.8684 -1.5525 -1.2276
C: 2.5131 2.1315 -4.0103
C: -2.7495 2.3805 -2.3077
C: 4.7435 0.1101 0.7341
C: -1.0698 4.5742 -0.7009
C: -2.4062 -2.3543 -2.2290
C: -2.7965 -0.7834 -0.3234
C: 4.9867 -0.9488 -2.0689
C: 0.6731 1.8058 -1.8765
C: 2.8196 1.3125 -2.9598
C: -1.5755 -3.0290 -3.1016
C: -5.1598 -0.7143 0.2636
C: -1.0193 -1.0265 3.7315
C: 0.4118 2.6396 -2.9883
C: 0.9716 1.6197 3.4847
C: 1.9349 1.0817 -1.8769
C: 3.1923 -2.4726 -0.1777
C: 0.3276 -2.0259 -2.0267
C: -0.4848 -1.4009 -1.0901
C: 1.8837 -1.4587 2.9734
C: 1.2852 2.7974 -4.0283
C: -1.5920 0.3716 3.5082
C: -0.2054 -2.8534 -3.0044
C: -2.7670 2.5301 0.7185
H: -1.9930 -3.6710 -3.8651
H: 5.6934 -1.7152 -1.7628
H: 4.5474 -1.2757 -3.0064
H: 3.2090 2.2555 -4.8250
H: -2.5152 3.2435 1.4929
H: 1.0203 3.4352 -4.8573
H: -3.4816 -2.4253 -2.3214
H: -5.0802 -0.1702 1.2144
H: 4.7769 1.1938 0.6523
H: 5.5629 -0.0472 -2.2565
H: -4.7270 -3.2620 0.8093
H: -0.2053 -0.9686 4.4577
H: -1.7683 0.8772 4.4578
H: 2.1691 -2.5573 0.1822
H: -0.5221 4.9030 -1.5789
H: -3.0710 0.1451 -0.8297
H: 0.8090 1.1035 4.4277
H: 5.7631 -0.2576 0.6502
H: -2.5353 0.3116 2.9648
H: -1.8071 -1.6403 4.1915
H: -2.7309 3.2212 -2.9950
H: -5.3155 0.0060 -0.5380
H: -6.0271 -1.3707 0.3103
H: 2.3676 1.6715 1.8394
H: -0.4309 4.7469 0.1625
H: 1.9044 -1.1662 4.0266
H: -3.7888 2.2412 -2.0219
H: 3.2843 -3.1314 -1.0351
H: 3.7648 0.8055 -2.9579
H: 3.8567 -2.8652 0.5849
H: -2.7586 1.5425 1.1580
H: -2.4281 1.4980 -2.8551
H: 0.5853 -3.0997 3.5604
H: 3.0202 0.9523 3.3278
H: 0.4581 -3.3505 -3.6967
H: -2.9865 -3.2424 0.4978
H: -0.5267 3.1576 -3.0308
H: -2.2060 -0.5024 0.5872
H: -3.6568 -2.3462 1.8908
H: 0.8811 -2.9982 1.8119
H: 2.8215 -1.9925 2.7661
H: 1.3980 -1.8749 -2.0263
H: 1.1398 2.6772 3.6829
H: -1.2308 -2.2074 2.0731
H: -1.9368 5.2200 -0.5963
H: -3.7820 2.7329 0.3975
H: 4.4008 -0.1404 1.7319
H: 1.9376 -0.4235 1.1664

Forces on the atoms, in the same order (eV/Å):
-2.0 1.2 -1.1
-0.1 0.1 0.6
-1.4 1.0 0.2
1.4 -0.9 0.5
-0.7 -0.1 0.1
0.4 -1.0 1.1
-0.1 -0.2 -0.6
0.7 0.1 -0.7
-0.3 -0.6 0.0
0.0 0.2 -0.1
-0.1 0.5 0.2
0.2 0.0 0.0
0.0 0.3 0.6
0.4 -0.4 0.2
0.6 0.2 0.4
-0.5 -0.3 -0.5
-0.1 -0.8 -0.3
0.1 0.1 -0.1
0.1 -0.2 0.3
-0.7 0.3 0.3
0.5 0.1 -0.5
0.2 0.3 -0.5
0.0 0.0 0.0
0.1 0.1 0.1
-0.1 0.4 -0.1
0.0 0.0 -0.2
-0.2 -0.1 -0.5
-0.2 0.1 0.2
0.0 0.8 0.0
0.4 0.0 0.1
-0.1 -0.5 -0.5
-0.5 -0.6 0.1
-0.3 0.1 0.1
0.3 0.2 -0.2
0.1 0.0 0.0
0.6 0.0 -0.4
0.0 0.0 0.0
0.0 -0.2 0.2
-0.1 -0.1 -0.2
0.1 0.0 0.0
0.1 0.1 0.1
0.0 0.1 -0.1
0.0 0.0 0.1
-0.1 0.1 0.2
0.0 0.2 -0.1
0.1 0.2 0.0
0.0 -0.1 0.1
0.0 0.0 -0.1
-0.1 -0.1 0.0
-0.1 0.0 0.0
0.1 0.0 -0.1
0.0 0.0 0.1
0.0 0.0 0.1
0.2 -0.1 -0.1
0.0 0.1 0.0
0.2 0.0 -0.1
0.0 0.1 -0.2
0.0 0.1 0.0
-0.1 0.1 0.0
0.0 -0.2 0.2
0.1 -0.1 0.2
0.0 0.1 -0.1
-0.1 0.0 0.2
0.0 -0.1 -0.2
0.1 -0.1 0.0
0.2 0.0 0.2
-0.1 -0.2 0.0
0.1 -0.1 -0.1
0.1 0.0 -0.1
-0.1 -0.1 -0.2
0.1 0.0 -0.1
0.0 -0.1 0.0
-0.2 0.1 0.0
-0.3 0.1 -0.2
0.0 -0.1 0.2
0.0 0.0 0.1
-0.1 0.2 0.0
0.0 -0.1 0.1
0.0 -0.1 0.1
0.1 0.1 0.0
-0.2 0.0 0.0
-0.2 0.1 -0.2
-0.1 -0.1 0.2
2.0 -0.2 0.9



A structure of composition C27H49BeBr3Cl2CsFKN5O8S2, computed with ωB97M-V with the def2-TZVPD basis set.

Properties
Kohn-Sham gap = 1.133 eV
HOMO level = -10.23 eV
E_LUMO = -9.10 eV
net charge = +2

Cartesian coordinates (Å):
Cs: -6.3332 1.1894 -3.0765
Br: -2.5582 0.1999 3.2020
Br: -0.6495 -1.9557 1.7557
Br: -0.5263 1.1615 0.9410
K: 8.8149 2.6563 -4.4655
Cl: -1.5490 -0.4684 -6.7687
Cl: -5.2880 3.3848 -1.7536
S: -4.2785 3.5601 7.2715
S: -1.8279 -4.9169 -2.4122
F: -3.8259 -10.3230 3.9728
O: 6.8410 4.3542 -1.9919
O: -4.4079 4.7341 6.4475
O: -0.5511 -1.2848 -3.0982
O: 11.1782 3.7535 0.9408
O: -1.7614 1.9381 -3.9159
O: -2.2828 -5.6058 -1.1656
O: 9.6523 4.0329 -0.6211
O: -5.3810 3.0450 8.0352
N: 0.7931 2.6534 -3.0991
N: 3.0990 3.0097 -2.8609
N: -1.5595 2.4782 -2.6725
N: 1.7931 3.0885 -2.3252
N: 0.0136 3.3540 -1.1881
C: -3.2230 -3.9813 -3.0463
C: -2.0817 2.4059 6.4194
C: -3.9778 2.1647 -2.1208
C: 0.7781 -1.5297 -2.6778
C: 7.9876 4.2388 -2.4988
C: -0.8488 -0.1039 2.3730
C: -2.6507 -6.9480 3.5035
C: -3.5913 2.2430 6.2720
C: -2.9333 -8.1580 4.1173
C: 10.4147 4.4718 0.3399
C: -1.8107 -6.1466 -3.7177
C: -4.2356 0.9378 -1.1291
C: -3.5559 -9.1497 3.3847
C: -2.6333 2.7800 -1.7196
C: -1.9032 0.4941 -3.8993
C: 1.3358 3.5235 -1.1678
C: -3.6320 -7.7491 1.4548
C: 10.3282 5.9335 0.7142
C: -3.9078 -8.9639 2.0603
C: -0.6278 -0.2914 -4.1465
C: 0.6851 -2.2500 -1.3350
C: -0.3200 2.8035 -2.3487
C: -2.8489 3.7603 8.3413
C: -3.0029 -6.7459 2.1773
C: -1.8350 2.6936 7.9067
C: 3.5665 1.5925 -2.7229
C: 5.0908 1.5074 -2.5199
Be: -1.0688 -4.6307 1.3820
H: -0.7023 -0.8744 -5.1726
H: -3.9385 2.3429 5.2460
H: -2.1554 -6.1630 4.0620
H: -2.7849 -5.7943 1.6949
H: 3.0851 1.1873 -1.8261
H: -2.9641 -3.5643 -4.0202
H: -0.0927 0.0658 3.1284
H: -5.2397 0.4673 -1.2302
H: 5.2709 1.1523 -1.5096
H: -2.3549 0.1332 -2.9722
H: -2.7729 -6.6568 -3.7566
H: -4.3907 -9.7646 1.5165
H: -3.9282 1.2955 6.6925
H: 1.9412 3.9489 -0.3875
H: -4.1750 1.2805 -0.0966
H: -0.0302 -1.7040 -0.7213
H: 8.3088 3.2289 -2.7861
H: -1.0249 -6.8655 -3.4957
H: -1.5499 1.5154 6.0854
H: -1.7370 3.2512 5.8185
H: 1.3621 -0.6113 -2.5279
H: 11.3023 6.4025 0.5835
H: 5.4622 0.7277 -3.1847
H: 9.6002 6.4619 0.0961
H: 10.0307 6.0262 1.7574
H: 8.9347 4.5891 -1.7826
H: 3.1918 0.9851 -3.5449
H: -3.1589 3.6313 9.3748
H: -3.4323 -3.1732 -2.3469
H: -3.4759 0.1631 -1.2374
H: 8.1922 4.8217 -3.4421
H: -3.9053 -7.5831 0.4215
H: -2.4609 4.7663 8.1939
H: 0.2390 -3.2263 -1.5176
H: -2.3587 2.4048 -0.7369
H: 1.2406 -2.1900 -3.4201
H: -0.8144 3.0260 8.0899
H: -1.6006 -5.6587 -4.6694
H: -2.5955 0.2502 -4.7048
H: -1.9900 1.7804 8.4842
H: 0.8798 2.2976 -4.0414
H: -2.6763 -8.3361 5.1527
H: -4.0945 -4.6311 -3.1295
H: 0.2901 0.3043 -4.1219
H: 5.5532 2.4789 -2.7128
H: -2.6878 3.8640 -1.6151
H: 1.6495 -2.3431 -0.8406
H: -4.0020 1.7593 -3.1564
H: 3.6564 3.5891 -2.2383

Forces on the atoms, in the same order (eV/Å):
-3.9 -2.0 -3.2
0.0 0.0 -0.1
-0.4 0.0 0.6
0.0 0.0 0.1
1.0 -1.2 -2.5
-0.7 0.1 -1.6
1.4 1.2 0.4
0.1 -0.2 0.1
0.1 0.0 -0.1
0.0 -0.1 0.0
1.3 0.2 0.0
-0.1 0.0 0.0
0.4 1.0 0.5
-0.9 -0.9 -0.9
-0.4 0.3 -0.1
-0.1 0.1 0.2
-1.4 -1.8 -2.9
-0.2 0.1 -0.1
-1.5 -0.2 -0.1
-0.2 -0.5 0.5
0.4 -0.5 0.3
2.7 0.5 -0.7
-0.3 0.8 1.6
-0.2 0.0 -0.1
0.0 0.1 0.1
0.7 -1.4 2.0
-0.4 -1.1 0.6
-3.0 -0.6 -2.2
0.1 0.1 0.1
0.0 0.0 -0.1
0.3 -0.2 -0.2
0.1 -0.1 0.2
1.4 3.1 1.7
-0.1 -0.1 -0.1
-0.2 0.4 0.1
0.1 0.3 -0.1
-0.1 0.4 -0.4
-0.1 -0.8 -0.3
-1.6 -0.8 -1.3
0.0 0.0 0.0
-0.4 0.1 -0.4
-0.1 -0.2 -0.1
0.1 -2.1 -0.1
-0.5 0.1 -0.8
0.5 0.0 0.0
0.4 -0.1 0.1
0.0 0.0 0.0
0.0 0.0 0.0
-0.1 0.0 0.8
-0.8 -0.4 -0.5
0.3 -0.2 -0.4
0.2 1.5 1.8
-0.1 0.1 0.1
0.0 0.0 0.0
-0.3 -0.1 0.0
0.0 -0.1 -0.1
0.1 0.0 0.0
0.0 0.1 0.0
1.5 0.1 0.8
0.3 0.4 0.1
0.3 0.3 0.2
0.0 0.0 0.1
0.0 0.0 0.0
-0.1 0.0 0.0
0.0 0.0 0.1
0.0 0.2 0.0
0.4 0.1 0.0
-0.2 0.2 3.1
0.0 0.0 0.1
0.0 0.0 0.0
0.0 0.0 0.0
-0.1 0.2 -0.4
0.0 -0.1 0.1
0.3 0.2 -0.1
0.0 0.0 0.0
0.1 -0.1 0.0
2.0 0.0 3.2
0.2 0.3 -0.3
-0.1 0.1 0.0
0.1 0.0 0.1
0.0 0.1 -0.2
0.2 1.1 0.8
0.0 0.0 0.0
-0.1 0.0 -0.1
0.2 -0.1 0.2
0.2 -0.1 0.0
0.4 0.3 0.0
0.0 0.0 0.0
0.0 0.0 0.0
0.1 0.3 -0.3
0.0 0.0 0.0
0.3 0.1 0.0
0.0 0.0 0.0
0.0 -0.1 0.0
-0.1 0.2 -0.1
0.1 -0.2 0.1
-0.2 0.0 -0.2
0.0 0.0 0.1
0.5 1.2 0.6
0.1 0.1 -0.2